Record 1
Density functional theory data (wB97M-V/def2-TZVPD) for C38H42N3O4PSSbW as an isolated structure in a non-equilibrium geometry.

Positions of all 91 atoms, in Å:
1 W -0.715 -0.351 0.840
2 O -2.815 2.993 -0.064
3 C -2.066 2.097 0.548
4 O -1.958 0.860 0.112
5 C -1.273 2.377 1.707
6 C -1.121 3.539 2.479
7 C -0.205 3.528 3.527
8 C 0.544 2.385 3.810
9 C 0.342 1.256 3.019
10 N -0.541 1.254 1.999
11 C 1.049 -0.062 3.089
12 O 1.847 -0.411 3.909
13 O 0.633 -0.832 2.051
14 H -3.261 2.663 -0.863
15 H -1.716 4.409 2.260
16 H -0.073 4.417 4.124
17 H 1.268 2.348 4.608
18 C -2.836 -0.123 3.912
19 P -2.299 -1.273 2.586
20 C -1.647 -2.691 3.532
21 C -3.854 -1.754 1.784
22 C -4.549 -0.716 1.157
23 C -5.758 -0.966 0.537
24 C -6.260 -2.261 0.512
25 C -5.558 -3.298 1.108
26 C -4.355 -3.049 1.751
27 H -3.195 0.825 3.502
28 H -2.008 0.080 4.596
29 H -3.647 -0.591 4.477
30 H -2.327 -2.943 4.348
31 H -0.678 -2.415 3.956
32 H -1.521 -3.568 2.899
33 H -4.149 0.296 1.195
34 H -6.306 -0.157 0.079
35 H -7.202 -2.459 0.026
36 H -5.944 -4.305 1.078
37 H -3.815 -3.851 2.231
38 C 0.839 -3.971 1.048
39 N 1.264 -3.707 -0.313
40 C 2.654 -4.045 -0.581
41 C 0.454 -3.093 -1.168
42 S -1.012 -2.311 -0.483
43 N 0.592 -3.099 -2.484
44 C 1.230 -4.160 -3.246
45 C -0.155 -2.189 -3.329
46 H 1.522 -4.695 1.488
47 H -0.163 -4.394 1.056
48 H 0.866 -3.050 1.654
49 H 3.241 -3.798 0.305
50 H 3.047 -3.467 -1.413
51 H 2.781 -5.114 -0.777
52 H 1.471 -5.013 -2.625
53 H 2.126 -3.790 -3.744
54 H 0.529 -4.502 -4.010
55 H -1.140 -2.599 -3.561
56 H 0.391 -2.048 -4.261
57 H -0.279 -1.218 -2.848
58 C 5.460 0.084 -2.979
59 C 5.326 1.154 -2.110
60 C 4.137 1.356 -1.424
61 C 3.082 0.480 -1.613
62 C 3.207 -0.591 -2.485
63 C 4.397 -0.786 -3.168
64 Sb 1.159 0.865 -0.670
65 C 0.154 1.743 -2.351
66 C -1.113 1.289 -2.708
67 C -1.760 1.838 -3.805
68 C -1.142 2.832 -4.548
69 C 0.128 3.268 -4.205
70 C 0.778 2.725 -3.110
71 C 1.731 2.645 0.432
72 C 2.704 2.519 1.424
73 C 3.108 3.640 2.132
74 C 2.531 4.873 1.868
75 C 1.534 4.987 0.910
76 C 1.129 3.875 0.186
77 H 6.386 -0.074 -3.509
78 H 6.144 1.845 -1.967
79 H 4.040 2.196 -0.752
80 H 2.372 -1.262 -2.648
81 H 4.496 -1.610 -3.858
82 H -1.613 0.504 -2.127
83 H -2.744 1.488 -4.084
84 H -1.646 3.266 -5.397
85 H 0.614 4.035 -4.789
86 H 1.769 3.061 -2.842
87 H 3.167 1.556 1.634
88 H 3.879 3.542 2.883
89 H 2.861 5.749 2.405
90 H 1.076 5.945 0.718
91 H 0.359 3.973 -0.574

Total charge: +3
HOMO level (alpha / beta) (eV): -16.2 / -16.2
Strongest force on any atom (hartree/bohr): 0.094
Energy above the lowest of the compared OMol25 structures with the same formula, charge and spin (eV): 1.712
DFT total energy (Eh): -2984.461911
Frontier orbital gap (alpha / beta) (eV): 5.88 / 5.66



Record 2
Density functional theory data (wB97M-V/def2-TZVPD) for a 3-piece molecular cluster, C38H42N4O10P3S overall in a non-equilibrium geometry.

Positions of all 98 atoms, in Å:
1 N 0.279 4.662 4.924
2 C -0.163 3.432 4.284
3 C -1.647 3.089 4.551
4 C -1.876 2.052 5.688
5 C -2.774 0.875 5.354
6 P -3.011 0.124 7.111
7 P -4.444 1.410 8.096
8 O -4.309 2.822 7.715
9 O -4.158 1.219 9.634
10 O -5.972 0.965 7.826
11 C -4.225 1.093 4.822
12 C -4.775 2.496 4.556
13 O -4.744 2.668 3.158
14 C -5.086 3.973 2.714
15 O -5.780 4.704 3.670
16 C -6.693 5.635 3.102
17 C -8.144 5.135 3.321
18 O -8.189 3.715 3.376
19 N -4.217 0.146 3.631
20 C -3.427 -0.848 4.048
21 N -3.657 -2.139 4.007
22 N -2.252 -0.271 4.578
23 P -0.996 -0.006 3.392
24 S -1.554 0.818 1.729
25 H -0.306 5.435 4.643
26 H 0.292 4.568 5.930
27 H -0.055 3.603 3.215
28 H 0.503 2.619 4.560
29 H -2.187 2.793 3.656
30 H -2.108 4.016 4.878
31 H -0.903 1.631 5.946
32 H -2.206 2.565 6.584
33 H -3.731 -1.080 6.901
34 H -4.747 1.810 10.135
35 H -6.394 1.753 7.443
36 H -4.948 0.613 5.469
37 H -4.204 3.254 5.079
38 H -5.788 2.528 4.948
39 H -4.151 4.481 2.443
40 H -5.646 3.848 1.791
41 H -6.518 5.772 2.037
42 H -6.546 6.607 3.558
43 H -8.450 5.491 4.302
44 H -8.821 5.483 2.554
45 H -7.976 3.472 4.284
46 H -5.173 -0.220 3.581
47 H -2.912 -2.741 3.681
48 H -4.511 -2.563 4.335
49 H -0.561 -1.312 3.100
50 H 0.092 0.613 4.026
51 C 2.635 -1.083 -6.709
52 C 3.076 0.215 -6.475
53 C 2.471 0.990 -5.501
54 C 1.414 0.474 -4.762
55 C 0.957 -0.823 -5.011
56 C 1.578 -1.601 -5.980
57 C -0.202 -1.379 -4.263
58 O -0.598 -2.507 -4.471
59 C -0.873 -0.514 -3.252
60 C -1.991 -0.993 -2.581
61 C -2.616 -0.206 -1.630
62 C -2.121 1.061 -1.338
63 C -1.011 1.546 -2.006
64 C -0.388 0.764 -2.971
65 C 0.786 1.313 -3.706
66 O 1.214 2.419 -3.449
67 H 3.115 -1.689 -7.466
68 H 3.896 0.620 -7.054
69 H 2.816 1.998 -5.315
70 H 1.231 -2.609 -6.164
71 H -2.372 -1.980 -2.808
72 H -3.490 -0.579 -1.112
73 H -2.609 1.673 -0.592
74 H -0.628 2.532 -1.784
75 C 4.281 -3.941 -4.285
76 C 4.706 -4.968 -3.447
77 C 5.956 -5.535 -3.622
78 C 6.784 -5.088 -4.644
79 C 6.348 -4.074 -5.499
80 C 5.100 -3.497 -5.308
81 C 7.197 -3.610 -6.630
82 O 6.816 -2.725 -7.369
83 C 8.518 -4.263 -6.835
84 C 9.303 -3.885 -7.917
85 C 10.540 -4.475 -8.113
86 C 11.002 -5.441 -7.224
87 C 10.222 -5.826 -6.148
88 C 8.975 -5.246 -5.954
89 C 8.134 -5.696 -4.810
90 O 8.533 -6.539 -4.035
91 H 3.306 -3.492 -4.142
92 H 4.060 -5.323 -2.655
93 H 6.291 -6.329 -2.969
94 H 4.769 -2.704 -5.962
95 H 8.944 -3.132 -8.605
96 H 11.148 -4.183 -8.958
97 H 11.972 -5.896 -7.376
98 H 10.577 -6.579 -5.459

Total charge: +1
HOMO level (eV): -10.8
Strongest force on any atom (hartree/bohr): 0.073
Energy above the lowest of the compared OMol25 structures with the same formula, charge and spin (eV): 1.568
DFT total energy (Eh): -3866.710565
Frontier orbital gap (eV): 6.34



Record 3
Density functional theory data (wB97M-V/def2-TZVPD) for C38H43ClN2O3ScSi as an isolated structure in a non-equilibrium geometry.

Positions of all 89 atoms, in Å:
1 Sc -0.530 -0.079 -1.041
2 Cl -2.619 0.129 -0.278
3 N 0.109 1.954 -1.765
4 N -0.029 -2.248 -1.504
5 C -0.836 2.759 -2.269
6 C -0.809 -3.105 -2.167
7 C 1.131 2.805 -1.108
8 C 0.392 4.108 -0.925
9 C 2.356 2.907 -2.009
10 C 1.566 2.246 0.221
11 H 2.058 2.952 -3.059
12 H 3.005 2.029 -1.864
13 H 2.927 3.810 -1.732
14 H 0.734 2.364 0.915
15 H 2.455 2.740 0.646
16 H 1.802 1.202 0.112
17 C 0.818 -3.025 -0.568
18 C 0.656 -4.438 -1.053
19 C 0.269 -2.892 0.828
20 C 2.260 -2.527 -0.617
21 H 2.629 -2.537 -1.647
22 H 2.908 -3.168 0.006
23 H 2.352 -1.505 -0.236
24 H -0.792 -3.141 0.870
25 H 0.368 -1.849 1.114
26 H 0.826 -3.487 1.556
27 O -0.567 -4.371 -1.904
28 H 0.455 -5.177 -0.278
29 H 1.478 -4.775 -1.685
30 O -0.725 4.019 -1.905
31 H 0.961 5.014 -1.120
32 H -0.082 4.181 0.060
33 C -1.976 2.293 -3.096
34 C -1.906 -2.704 -3.080
35 C -1.586 -1.439 -3.807
36 H -2.815 -2.588 -2.468
37 H -2.112 -3.549 -3.761
38 C -2.006 -0.212 -3.291
39 C -1.642 1.028 -3.819
40 H -2.659 -0.231 -2.422
41 C -0.959 1.029 -5.033
42 C -0.646 -0.190 -5.619
43 C -0.563 2.324 -5.683
44 C -0.901 -1.414 -5.018
45 H -0.164 -0.182 -6.589
46 C -0.440 -2.695 -5.652
47 H -0.039 -2.490 -6.651
48 H -1.245 -3.435 -5.759
49 H 0.359 -3.165 -5.061
50 H -1.391 3.043 -5.758
51 H -0.196 2.131 -6.697
52 H 0.248 2.821 -5.131
53 H -2.282 3.111 -3.780
54 H -2.827 2.149 -2.407
55 O 0.174 -0.061 0.727
56 Si 0.041 0.198 2.372
57 C -0.412 1.941 3.043
58 C -1.646 2.563 2.781
59 C -1.951 3.839 3.275
60 C -1.013 4.532 4.046
61 C 0.223 3.945 4.319
62 C 0.509 2.663 3.827
63 C -1.238 -0.973 3.095
64 C -2.628 -0.833 2.898
65 C -3.565 -1.784 3.328
66 C -3.121 -2.932 4.003
67 C -1.747 -3.115 4.229
68 C -0.840 -2.150 3.771
69 C 1.671 -0.212 3.150
70 C 1.786 -0.412 4.534
71 C 3.003 -0.810 5.117
72 C 4.120 -1.003 4.306
73 C 4.043 -0.794 2.920
74 C 2.822 -0.395 2.378
75 H -2.382 2.037 2.164
76 H -2.925 4.293 3.063
77 H -1.242 5.527 4.433
78 H 0.971 4.473 4.921
79 H 1.479 2.210 4.054
80 H -2.992 0.038 2.359
81 H -4.637 -1.639 3.134
82 H -3.842 -3.684 4.359
83 H -1.381 -4.001 4.766
84 H 0.225 -2.316 3.952
85 H 0.903 -0.256 5.167
86 H 3.049 -0.959 6.197
87 H 5.072 -1.313 4.743
88 H 4.925 -0.932 2.263
89 H 2.766 -0.214 1.290

Total charge: -1
HOMO level (alpha / beta) (eV): 0.4 / -1.1
Strongest force on any atom (hartree/bohr): 0.060
DFT total energy (Eh): -3319.621492
Frontier orbital gap (alpha / beta) (eV): 2.00 / 3.36



Record 4
Density functional theory data (wB97M-V/def2-TZVPD) for C38H43CrGeN15O2S2 as an isolated structure in a non-equilibrium geometry.

Positions of all 102 atoms, in Å:
1 Cr -1.392 -1.249 0.012
2 N -0.363 -4.529 -0.050
3 C -0.185 -3.791 1.098
4 N 0.443 -4.215 2.185
5 N 0.359 -3.194 3.034
6 N -0.272 -2.214 2.507
7 N -0.649 -2.540 1.271
8 C -0.643 -3.926 -1.240
9 N -0.488 -4.517 -2.425
10 N -0.863 -3.613 -3.306
11 N -1.217 -2.529 -2.704
12 N -1.109 -2.671 -1.378
13 H 0.104 -5.419 -0.097
14 C 5.781 1.820 5.182
15 O 4.416 1.523 5.281
16 C 3.505 2.485 4.915
17 C 3.815 3.773 4.495
18 C 2.803 4.654 4.161
19 C 1.462 4.267 4.201
20 C 1.165 2.968 4.646
21 C 2.166 2.101 4.999
22 N 0.483 5.210 3.953
23 N -0.632 4.940 3.430
24 C -0.915 3.813 2.726
25 C -2.195 3.264 2.878
26 C -2.515 2.024 2.385
27 C -1.619 1.272 1.595
28 O -1.872 0.070 1.220
29 C -0.401 1.936 1.202
30 N 0.350 1.344 0.264
31 C 1.452 1.940 -0.132
32 C 1.884 3.173 0.349
33 C 1.129 3.798 1.312
34 C -0.037 3.182 1.786
35 H 6.296 0.914 5.501
36 H 6.070 2.654 5.838
37 H 6.075 2.050 4.151
38 H 4.840 4.108 4.422
39 H 3.040 5.658 3.841
40 H 0.135 2.659 4.734
41 H 1.938 1.102 5.328
42 H -2.890 3.798 3.508
43 H -3.469 1.580 2.623
44 H 2.026 1.440 -0.906
45 H 2.782 3.623 -0.047
46 H 1.405 4.777 1.679
47 S -2.249 0.618 -1.479
48 C -2.814 0.471 -3.063
49 N -2.470 -0.515 -3.875
50 C -2.925 -0.594 -5.242
51 C -3.154 0.817 -5.783
52 C -4.133 1.525 -4.849
53 N -3.598 1.474 -3.514
54 H -1.935 -1.329 -3.453
55 H -3.859 -1.171 -5.305
56 H -2.163 -1.126 -5.815
57 H -3.550 0.791 -6.798
58 H -2.205 1.357 -5.783
59 H -5.112 1.029 -4.898
60 H -4.264 2.572 -5.136
61 H -3.862 2.160 -2.826
62 N 0.998 -1.278 -0.632
63 S 1.654 -2.156 -1.739
64 C 3.367 -2.430 -1.217
65 C 4.302 -1.410 -1.125
66 C 5.538 -1.674 -0.565
67 C 5.832 -2.943 -0.085
68 C 4.882 -3.951 -0.155
69 C 3.648 -3.693 -0.719
70 C 2.024 -1.122 -3.198
71 C 2.937 -1.554 -4.144
72 C 3.130 -0.802 -5.292
73 C 2.391 0.353 -5.497
74 C 1.465 0.764 -4.552
75 C 1.276 0.023 -3.397
76 H 1.577 -0.541 -0.255
77 H 4.063 -0.418 -1.482
78 H 6.271 -0.886 -0.490
79 H 6.799 -3.141 0.353
80 H 5.098 -4.930 0.243
81 H 2.886 -4.456 -0.769
82 H 3.489 -2.469 -3.978
83 H 3.855 -1.123 -6.027
84 H 2.531 0.927 -6.403
85 H 0.887 1.662 -4.713
86 H 0.552 0.317 -2.648
87 C -3.657 -1.167 3.366
88 Ge -4.431 -1.254 1.529
89 C -6.077 -2.404 1.754
90 C -5.176 0.476 0.832
91 C -3.310 -2.104 0.165
92 H -4.082 -0.351 3.945
93 H -2.579 -1.039 3.315
94 H -3.864 -2.094 3.896
95 H -6.793 -1.949 2.433
96 H -5.803 -3.371 2.163
97 H -6.576 -2.571 0.806
98 H -5.711 1.030 1.597
99 H -5.873 0.260 0.026
100 H -4.385 1.101 0.432
101 H -3.836 -2.053 -0.797
102 H -3.205 -3.165 0.410

Total charge: -1
⟨S²⟩: 3.826
HOMO level (alpha / beta) (eV): -4.5 / -4.6
Strongest force on any atom (hartree/bohr): 0.040
Energy above the lowest of the compared OMol25 structures with the same formula, charge and spin (eV): 1.586
DFT total energy (Eh): -6363.446071
Frontier orbital gap (alpha / beta) (eV): 6.54 / 6.69
Spin multiplicity: 4



Record 5
Density functional theory data (wB97M-V/def2-TZVPD) for C38H43LiN2P2S4Si as an isolated structure.

Positions of all 91 atoms, in Å:
1 Li 1.312 -0.978 1.689
2 C -3.608 -2.487 -4.807
3 S -2.013 -2.838 -5.571
4 C -0.972 -2.808 -4.090
5 C -0.844 -1.444 -3.432
6 C 0.010 -1.545 -2.178
7 N 0.175 -0.247 -1.497
8 P -0.733 -0.296 0.006
9 C -2.408 -0.886 -0.505
10 C -3.327 -0.121 -1.224
11 C -4.584 -0.620 -1.519
12 C -4.946 -1.894 -1.092
13 C -4.049 -2.655 -0.360
14 C -2.789 -2.148 -0.064
15 C -1.203 1.455 0.291
16 C -1.142 2.460 -0.665
17 C -1.551 3.752 -0.360
18 C -2.051 4.041 0.901
19 C -2.128 3.036 1.858
20 C -1.692 1.755 1.561
21 P 1.864 0.020 -0.872
22 C 2.799 -0.541 -2.380
23 C 2.389 -0.145 -3.652
24 C 3.072 -0.545 -4.790
25 C 4.196 -1.353 -4.672
26 C 4.614 -1.748 -3.410
27 C 3.920 -1.352 -2.273
28 C 2.134 1.847 -1.206
29 C 1.665 2.620 -2.265
30 C 1.961 3.971 -2.353
31 C 2.747 4.577 -1.378
32 C 3.233 3.816 -0.326
33 C 2.929 2.463 -0.246
34 H -4.369 -2.566 -5.583
35 H -3.643 -1.488 -4.380
36 H -3.827 -3.211 -4.023
37 H 0.006 -3.176 -4.407
38 H -1.375 -3.539 -3.384
39 H -1.833 -1.063 -3.174
40 H -0.400 -0.739 -4.139
41 H 0.990 -1.955 -2.430
42 H -0.427 -2.289 -1.499
43 H -3.058 0.880 -1.541
44 H -5.289 -0.013 -2.075
45 H -5.932 -2.282 -1.319
46 H -4.330 -3.637 -0.003
47 H -2.095 -2.726 0.535
48 H -0.766 2.225 -1.650
49 H -1.470 4.531 -1.108
50 H -2.366 5.049 1.143
51 H -2.504 3.253 2.850
52 H -1.723 0.986 2.324
53 H 1.509 0.477 -3.762
54 H 2.721 -0.225 -5.764
55 H 4.738 -1.669 -5.555
56 H 5.483 -2.384 -3.297
57 H 4.245 -1.665 -1.288
58 H 1.031 2.176 -3.024
59 H 1.569 4.553 -3.179
60 H 2.971 5.635 -1.438
61 H 3.841 4.271 0.445
62 H 3.312 1.866 0.579
63 S 3.707 -3.394 2.691
64 C 3.442 -2.387 1.359
65 S 4.286 -0.882 1.196
66 S 2.198 -2.816 0.181
67 C 1.171 2.632 3.196
68 Si 1.250 1.026 4.191
69 C 3.054 0.653 4.512
70 C 0.512 1.462 5.886
71 N 0.547 -0.289 3.375
72 C -0.549 -1.019 3.663
73 C -0.661 -2.347 3.165
74 C -1.785 -3.121 3.370
75 C -2.884 -2.643 4.083
76 C -2.803 -1.353 4.590
77 C -1.681 -0.565 4.392
78 H 2.050 3.252 3.393
79 H 0.283 3.218 3.442
80 H 1.138 2.434 2.123
81 H 3.553 1.475 5.032
82 H 3.586 0.454 3.580
83 H 3.149 -0.252 5.113
84 H 1.201 2.149 6.385
85 H 0.392 0.583 6.519
86 H -0.455 1.960 5.812
87 H 0.184 -2.784 2.637
88 H -1.797 -4.132 2.972
89 H -3.764 -3.254 4.238
90 H -3.639 -0.941 5.148
91 H -1.673 0.442 4.786

Total charge: -2
HOMO level (eV): -0.9
Strongest force on any atom (hartree/bohr): 0.009
Energy above the lowest of the compared OMol25 structures with the same formula, charge and spin (eV): 0.000
DFT total energy (Eh): -4155.993196
Frontier orbital gap (eV): 4.54